Entry from the OMol25 dataset: a 2-piece molecular cluster, C2H10N2 overall in a non-equilibrium geometry (ωB97M-V/def2-TZVPD).

Last column: Mulliken charge in e.
Geometry (Å):
N: 3.3886 -0.6540 -0.7815  -0.655
H: 4.2740 -0.9983 -0.4297  0.232
H: 3.3381 -1.1057 -1.6901  0.222
H: 2.6754 -1.1772 -0.2698  0.205
C: -2.2330 -0.5675 0.6345  -1.059
C: -0.8484 0.0967 0.4573  -0.242
N: -0.8433 1.3419 -0.2865  -0.641
H: -2.8447 0.0953 1.2452  0.282
H: -2.1026 -1.4564 1.2433  0.313
H: -2.6103 -0.6898 -0.3743  0.322
H: -0.2198 -0.6449 -0.0484  0.212
H: -0.3445 0.2202 1.4349  0.322
H: -1.4283 2.0534 0.1482  0.231
H: 0.0747 1.7481 -0.1004  0.257

Summary:
**Calculated total energy**: -5216.0834 eV
**SMILES string**: CCN.N
**Lowest unoccupied orbital energy**: 0.036 Eh
**HOMO**: -9.3 eV